No. 1
{"formula": "CH6N", "method": "wB97M-V/def2-TZVPD", "symbols": ["C", "N", "H", "H", "H", "H", "H", "H"], "xyz": [[-0.00014, 0.46038, -0.52640], [0.00718, -0.53755, 0.57413], [-0.56054, 0.07524, -1.32052], [-0.55669, 1.32458, -0.22652], [1.08590, 0.82050, -0.80619], [0.63758, -1.26256, 0.33376], [-1.01244, -0.73762, 0.55137], [0.39915, -0.14296, 1.42037]], "smiles": "C[NH3+]", "de_lowest_kcal_mol": 12.2, "charge": 1, "total_energy_ha": -96.16912, "orbital_gap_ev": 15.070, "e_homo_ev": -19.36}

No. 2
{"formula": "C6H13NO", "method": "wB97M-V/def2-TZVPD", "symbols": ["C", "C", "C", "C", "C", "C", "N", "H", "H", "H", "H", "H", "H", "H", "H", "H", "H", "H", "H", "H", "O"], "xyz": [[1.86194, 0.91053, -1.95917], [0.80943, -0.22091, -1.68838], [0.56022, -0.32550, -0.15219], [-0.78209, -0.91773, 0.15044], [-1.05057, -2.14903, -0.28136], [-1.93069, 1.04440, 0.44249], [-1.84509, -0.17732, 0.75219], [2.35416, 1.33301, -1.08605], [2.62953, 0.63790, -2.68402], [1.28964, 1.69845, -2.41839], [-0.04826, 0.14625, -2.24040], [1.04935, -1.21171, -2.06748], [1.45195, -0.76955, 0.29562], [0.69572, 0.70886, 0.15540], [-2.06998, -2.52131, -0.25549], [-0.33840, -2.88585, -0.60364], [-2.76706, 1.65252, 0.78699], [-1.24958, 1.64436, -0.17235], [0.92327, 1.45048, 1.85341], [1.38417, 0.23988, 2.60108], [1.25234, 1.18657, 2.71243]], "smiles": "C=NC(=C)CCC.O", "de_lowest_kcal_mol": 64.2, "total_energy_ha": -366.33164, "orbital_gap_ev": 9.780, "e_homo_ev": -9.18}

No. 3
{"formula": "C18H52MgN5O9", "method": "wB97M-V/def2-TZVPD", "symbols": ["Mg", "N", "O", "O", "O", "C", "C", "C", "O", "C", "N", "H", "H", "H", "H", "H", "H", "H", "H", "H", "H", "H", "C", "C", "C", "O", "C", "N", "H", "H", "H", "H", "H", "H", "H", "H", "H", "H", "H", "C", "C", "C", "O", "C", "N", "H", "H", "H", "H", "H", "H", "H", "H", "H", "H", "H", "C", "C", "C", "O", "C", "N", "H", "H", "H", "H", "H", "H", "H", "H", "H", "H", "H", "C", "O", "H", "H", "H", "H", "C", "O", "H", "H", "H", "H"], "xyz": [[-1.21490, -0.39010, -3.77464], [-1.73325, -1.01977, 0.70147], [-2.54726, -0.23524, 1.17090], [-1.43639, -0.99645, -0.47456], [-1.09641, -1.72212, 1.43120], [3.40069, -3.63393, 0.24207], [3.95524, -2.30697, 0.49181], [4.93873, -2.15384, 1.68440], [5.53581, -0.84093, 1.53473], [6.26048, -0.38896, 2.63037], [4.51976, -1.85053, -0.80549], [4.17249, -4.32940, -0.08767], [2.72353, -3.58111, -0.61044], [2.99218, -3.98285, 1.19048], [3.12108, -1.63678, 0.69948], [5.57818, -3.02071, 1.51787], [4.42780, -2.32323, 2.63222], [5.72749, -0.54677, 3.56798], [6.65002, 0.62788, 2.58148], [7.09240, -1.07185, 2.80265], [5.08482, -1.05423, -0.54721], [5.21175, -2.51474, -1.12187], [1.49614, 3.20966, -4.12786], [1.08415, 2.36079, -2.88371], [-0.27328, 2.83810, -2.30945], [-1.37576, 2.34363, -3.07817], [-2.59076, 2.81428, -2.74780], [1.00194, 0.97328, -3.31432], [1.50815, 4.28569, -3.95431], [0.74701, 3.02467, -4.89773], [2.44515, 2.83603, -4.51240], [1.92373, 2.53537, -2.21086], [-0.31647, 3.92696, -2.33436], [-0.46069, 2.56136, -1.27195], [-3.27894, 2.59790, -3.56493], [-2.54529, 3.90265, -2.70907], [-2.82584, 2.49678, -1.73190], [1.54068, 0.54808, -2.57334], [1.74713, 0.80574, -3.97516], [1.75698, 3.28555, 4.99646], [0.41998, 4.06139, 4.85337], [0.47096, 5.09197, 3.64476], [1.68951, 5.79098, 3.51298], [1.95010, 6.81686, 4.43570], [-0.61684, 3.05770, 4.81503], [2.04962, 2.73026, 4.10532], [1.69796, 2.67897, 5.90016], [2.54689, 3.96904, 5.30786], [0.31522, 4.66878, 5.75237], [-0.32791, 5.82432, 3.76131], [0.19855, 4.62719, 2.69721], [2.82170, 7.46519, 4.34566], [2.27172, 6.34787, 5.36560], [1.05712, 7.42466, 4.58148], [-0.51306, 2.61767, 3.91188], [-0.39077, 2.42465, 5.56885], [-4.88762, -4.06695, -4.53493], [-3.58677, -3.36754, -4.12045], [-2.43443, -3.81726, -5.00886], [-1.26849, -3.14704, -4.54034], [-0.07721, -3.66167, -5.17911], [-3.70420, -1.91533, -4.36006], [-5.41020, -3.85689, -5.46814], [-5.69925, -3.77539, -3.86835], [-4.78726, -5.14196, -4.38529], [-3.34117, -3.54879, -3.07406], [-2.68635, -3.54885, -6.03482], [-2.18753, -4.87796, -5.05411], [-0.13421, -3.46062, -6.24889], [-0.03769, -4.74540, -5.06919], [0.89445, -3.29114, -4.85249], [-4.55863, -1.64109, -3.89656], [-3.97616, -1.93706, -5.33251], [-8.08121, -0.58878, 0.54611], [-7.32079, -1.02213, 1.64169], [-7.63867, 0.31569, 0.12877], [-7.93471, -1.34879, -0.22137], [-9.09310, -0.40298, 0.90619], [-6.40628, -0.75159, 1.53176], [0.55046, -3.28934, 5.96781], [1.01730, -4.17321, 4.97756], [-0.50959, -3.27669, 6.22123], [1.20553, -3.46182, 6.82177], [0.82531, -2.32004, 5.55187], [0.67939, -3.85080, 4.13883]], "de_lowest_kcal_mol": 214.4, "charge": 1, "total_energy_ha": -1867.43153, "orbital_gap_ev": 3.611, "e_homo_ev": -9.86}

No. 4
{"formula": "C30H19Br4N2O4S3Se2Te3Y", "method": "wB97M-V/def2-TZVPD", "symbols": ["Y", "Br", "C", "C", "Br", "C", "Br", "C", "O", "C", "O", "C", "Br", "Se", "Te", "Te", "Se", "S", "C", "N", "C", "C", "C", "C", "H", "H", "H", "H", "H", "O", "S", "O", "N", "C", "S", "C", "C", "C", "C", "C", "C", "H", "H", "H", "H", "Te", "C", "C", "C", "C", "C", "C", "C", "C", "C", "C", "C", "C", "H", "H", "H", "H", "H", "H", "H", "H", "H", "H"], "xyz": [[0.46828, 0.28781, 0.55529], [-1.76858, -0.36124, 7.41936], [-0.66269, -0.23277, 5.88441], [0.71542, -0.27521, 5.99579], [1.53831, -0.44558, 7.69920], [1.50770, -0.18863, 4.84306], [3.40149, -0.10878, 4.94734], [0.95145, -0.09377, 3.56615], [1.66519, -0.05825, 2.47194], [-0.46857, 0.01517, 3.46290], [-0.99543, 0.20155, 2.27482], [-1.23850, -0.07132, 4.61638], [-3.11591, 0.03804, 4.38026], [1.00669, -1.46237, -1.55056], [1.93612, -3.58215, -2.45269], [4.92508, -0.61425, -2.06982], [2.96937, -0.03742, -0.68125], [0.14797, -3.19318, 2.07226], [1.83376, -3.27731, 2.12308], [2.55279, -3.38832, 0.97464], [3.89472, -3.34906, 0.88601], [4.64935, -3.25692, 2.01694], [3.97341, -3.20602, 3.24996], [2.60769, -3.21903, 3.30633], [2.02419, -3.47563, 0.10261], [4.29043, -3.37228, -0.12210], [5.72489, -3.19866, 1.94808], [4.53920, -3.11974, 4.16912], [2.07347, -3.13028, 4.24119], [-0.24464, 4.38139, -0.19278], [0.66833, 3.29645, -0.40421], [1.08416, 2.60729, 0.82617], [0.15282, 2.16232, -1.41432], [0.90057, 2.13267, -2.55641], [0.52079, 1.28422, -3.90708], [2.11947, 2.99011, -2.44670], [3.22292, 3.01598, -3.28401], [4.28750, 3.83338, -2.93470], [4.25420, 4.61732, -1.78349], [3.15488, 4.58815, -0.93616], [2.10795, 3.76747, -1.30109], [3.24793, 2.37294, -4.15277], [5.17807, 3.83785, -3.54991], [5.10920, 5.23234, -1.53224], [3.12479, 5.16517, -0.02135], [-2.50552, -0.79820, -0.39850], [-4.06905, 0.59970, -0.48576], [-3.97464, 1.72578, -1.29877], [-5.00431, 2.65650, -1.31218], [-6.11415, 2.47777, -0.49760], [-6.19336, 1.37045, 0.33445], [-5.17296, 0.42855, 0.34091], [-2.69109, -1.70402, -2.30864], [-2.23248, -3.01198, -2.41032], [-2.25201, -3.65690, -3.63767], [-2.75163, -3.00872, -4.75784], [-3.20971, -1.70271, -4.65258], [-3.16350, -1.04280, -3.43352], [-3.08318, 1.89214, -1.89172], [-4.92548, 3.53332, -1.94260], [-6.91014, 3.21245, -0.49876], [-7.04756, 1.23823, 0.98696], [-5.22897, -0.43289, 0.99373], [-1.82884, -3.52041, -1.54154], [-1.85499, -4.66052, -3.71418], [-2.76315, -3.51206, -5.71670], [-3.57663, -1.18213, -5.52883], [-3.48291, -0.01099, -3.36798]], "de_lowest_kcal_mol": 58.4, "charge": -2, "total_energy_ha": -18701.24157, "orbital_gap_ev": 5.610, "e_homo_ev": -1.89}

No. 5
{"formula": "C9H9N3O2", "method": "wB97M-V/def2-TZVPD", "symbols": ["C", "C", "C", "C", "C", "C", "C", "C", "C", "H", "H", "H", "H", "H", "H", "H", "H", "H", "N", "N", "N", "O", "O"], "xyz": [[-1.93574, -1.70466, 3.08690], [-2.68942, -0.82602, 2.27182], [-3.01159, -1.20286, 0.94822], [-2.75519, -2.56412, 0.50036], [-1.87685, -3.26444, 1.39830], [0.85334, 0.40913, -1.21629], [1.93233, 0.29063, -0.17697], [2.87609, 1.27200, -0.07009], [1.92800, 2.55749, -1.84654], [-1.84310, -1.35243, 4.07835], [-2.96640, 0.04885, 2.71560], [-3.48757, -0.38421, 0.36515], [-2.69080, -2.89600, -0.56383], [-1.60048, -4.34276, 1.14117], [0.15712, 1.93288, -2.52809], [1.78810, -0.67951, 0.23190], [3.77426, 1.14789, 0.58881], [3.52833, 3.24833, -0.71521], [-1.49135, -2.84354, 2.49967], [0.86762, 1.68226, -1.83755], [2.92997, 2.33183, -0.87780], [0.02820, -0.35739, -1.63681], [1.88069, 3.51742, -2.51049]], "smiles": "O=c1cc[nH]c(=O)[nH]1.c1ccncc1", "de_lowest_kcal_mol": 63.3, "total_energy_ha": -663.06829, "orbital_gap_ev": 9.483, "e_homo_ev": -9.04}

Strongest force on any atom for the records above, in order: 3.91 1.64 5.54 1.91 6.83 eV Å⁻¹